No. 1
ORCA calculation (ωB97M-V/def2-TZVPD) on a cluster of 2 separate species, C6H13NO in total.

The geometry in XYZ format:
```
21
Properties=species:S:1:pos:R:3:mulliken_charge:R:1
C 0.318 2.738 -0.949 -0.87
C 0.192 -0.314 0.477 -0.10
H -2.180 0.465 2.620 0.27
H 1.344 -2.805 -4.045 0.32
H 0.709 3.646 -0.462 0.34
H -0.196 0.255 -1.568 0.32
H 1.554 -0.297 -1.377 0.22
C -1.216 -1.360 3.190 -0.63
H 0.866 -0.666 1.274 0.27
C -1.116 -0.369 0.858 -0.43
N 1.200 1.616 -0.746 -0.31
H 1.750 1.652 0.060 0.24
C 0.680 0.262 -0.875 -0.61
H 1.302 -3.300 -2.554 0.31
H -0.651 2.562 -0.446 0.28
H -1.921 -0.278 0.211 0.42
C -1.596 -0.424 2.297 -0.22
H 0.272 2.961 -1.900 0.31
H -1.729 -1.493 4.117 0.28
O 0.886 -2.694 -3.150 -0.63
H -0.466 -2.158 2.967 0.24
```

Energy relative to the best compared isomer or geometry (same formula, charge and spin): 83.9 kcal per mole
Molar mass: 115.2 g mol⁻¹
Total charge: 0
Calculated total energy: -366.3003 Eh
SMILES string: C=C/C=C/CNC.O
Kohn-Sham gap: 0.339 Ha

---

No. 2
ORCA calculation (ωB97M-V/def2-TZVPD) on a cluster of 2 separate species, C2H8NO2 in total.

The geometry in XYZ format:
```
13
Properties=species:S:1:pos:R:3:mulliken_charge:R:1
C -0.443 -0.006 1.655 -0.25
H 1.909 -0.936 -1.563 0.18
H -0.255 -1.014 2.101 0.17
H 0.153 -0.805 -1.463 0.25
O 1.204 0.985 -1.237 -0.60
H -1.504 0.610 -0.021 0.17
H -2.396 -0.176 1.078 0.26
C 1.062 -0.292 -1.809 -0.56
N -1.495 -0.187 0.608 -0.63
H -0.937 0.526 2.527 0.20
H 1.060 0.853 -0.228 0.42
H 0.984 -0.165 -2.897 0.22
O 0.656 0.607 1.249 -0.83
```

Energy relative to the best compared isomer or geometry (same formula, charge and spin): 13.1 kcal per mole
Molar mass: 78.1 g mol⁻¹
Total charge: -1
Calculated total energy: -286.2264 Eh
Kohn-Sham gap: 0.277 Ha

---

No. 3
ORCA calculation (ωB97M-V/def2-TZVPD) on a cluster of 2 separate species, C6H14N2O2 in total.

The geometry in XYZ format:
```
24
Properties=species:S:1:pos:R:3:mulliken_charge:R:1
C -2.405 -1.071 1.145 -1.45
C 0.950 -2.458 0.150 -0.82
C 1.220 1.991 -0.242 0.75
H 1.157 -3.408 0.628 0.36
H 0.628 -2.677 -0.855 0.32
H 2.567 0.877 0.871 0.28
H 0.308 0.592 -1.401 0.29
N -0.147 -1.826 0.864 -0.14
C -1.019 2.220 -1.175 -0.86
H 2.481 0.238 -0.740 0.24
H -2.177 -0.514 2.059 0.38
N 0.282 1.558 -1.119 -0.23
O -1.262 -1.078 -0.961 -0.66
O 1.098 2.993 0.441 -0.66
C 2.473 1.154 -0.150 -1.02
H -1.789 1.585 -0.776 0.19
H -2.783 -2.020 1.537 0.41
H 1.853 -1.859 0.196 0.17
H -0.964 3.141 -0.607 0.38
H 3.346 1.743 -0.427 0.33
C -1.231 -1.302 0.236 0.89
H -1.206 2.514 -2.208 0.29
H -3.205 -0.519 0.668 0.33
H -0.176 -1.875 1.866 0.21
```

Energy relative to the best compared isomer or geometry (same formula, charge and spin): 11.3 kcal per mole
Molar mass: 146.2 g mol⁻¹
Total charge: 0
Calculated total energy: -497.0395 Eh
SMILES string: CNC(C)=O.CNC(C)=O
Kohn-Sham gap: 0.365 Ha

---

No. 4
ORCA calculation (ωB97M-V/def2-TZVPD) on an isolated molecule of C3H3ClOS.

The geometry in XYZ format:
```
9
Properties=species:S:1:pos:R:3:mulliken_charge:R:1
Cl -0.759 -3.001 3.414 -0.08
C -0.231 -1.853 2.323 -0.13
C -0.523 -0.055 0.424 -0.41
S -1.488 -0.830 1.713 -0.04
H 0.735 -0.618 -1.353 0.29
C 0.397 -1.042 -0.318 0.09
O 0.454 -2.193 -0.030 -0.35
H 0.327 0.709 0.662 0.30
H -1.245 0.402 -0.373 0.33
```

Energy relative to the best compared isomer or geometry (same formula, charge and spin): 73.0 kcal per mole
Molar mass: 122.6 g mol⁻¹
Total charge: 0
Calculated total energy: -1049.5980 Eh
Kohn-Sham gap: 0.303 Ha

---

No. 5
ORCA calculation (ωB97M-V/def2-TZVPD) on a cluster of 2 separate species, C39H44F3N7O3 in total.

The geometry in XYZ format:
```
96
Properties=species:S:1:pos:R:3:mulliken_charge:R:1
H 1.812 5.076 -4.691 0.29
C -2.674 1.969 2.552 -1.25
H 1.131 -3.195 5.058 0.36
H -2.617 -0.706 -4.398 0.43
H -5.760 -0.489 -2.179 0.39
O 2.576 6.771 -3.699 -0.37
N -1.781 -0.480 0.146 2.32
F 6.787 0.385 -0.632 -0.28
O 1.326 4.166 1.863 -0.67
H -5.831 0.860 1.911 0.26
H 2.803 -5.937 1.820 0.35
H -4.815 -2.438 -2.983 0.31
C 1.503 -3.641 -2.579 -1.32
C 4.201 -0.490 -0.348 -1.65
C 0.737 -2.823 0.832 -1.69
N 2.124 7.268 -1.533 -0.57
H 1.842 -5.754 -0.474 0.35
N 1.456 5.149 1.157 0.72
H 1.090 -3.535 -3.590 0.43
C 2.886 -0.925 -0.254 0.38
C 1.820 -0.016 0.010 0.30
H 2.299 -4.182 3.516 0.36
C -0.710 0.384 -0.172 0.89
C -3.907 0.263 1.161 0.79
H -2.670 0.704 -3.317 0.34
H -0.180 -1.468 2.891 -0.36
H -4.857 0.866 3.839 0.39
C -5.243 -0.266 -1.243 -0.31
H -0.470 -3.509 4.344 0.39
C 0.269 -2.729 4.563 -1.78
C 2.711 5.700 -4.667 -0.61
N -1.363 -1.706 0.522 -1.02
H -2.124 -1.315 -2.038 -0.56
H -1.942 2.043 -0.623 0.41
H -3.719 -3.183 -1.795 0.34
H 2.674 -1.501 4.007 0.31
H 0.084 -5.915 -1.821 0.35
C -3.163 -1.163 -2.350 1.27
H 2.121 -2.759 -2.371 0.30
C 0.428 -0.393 0.050 -0.67
H 1.446 -0.233 4.278 0.40
H 2.669 -1.981 -0.397 0.46
H 1.330 3.455 -1.092 0.62
H 2.861 6.219 -5.611 0.25
H -3.205 -3.018 -3.488 0.39
N 1.969 5.020 -2.399 -0.54
C -5.945 0.245 -0.154 -1.50
C 1.910 -4.094 2.500 -0.48
C 1.554 4.507 -1.237 -0.24
C -0.923 1.673 -0.612 -2.17
C 1.800 -0.995 3.572 -1.21
C 0.697 -2.009 3.277 1.46
H -1.313 -5.063 -1.123 0.36
H 4.995 -1.198 -0.561 0.52
N 1.886 7.443 0.873 -0.49
H 3.717 2.839 0.222 0.42
C -3.874 -0.519 -1.156 0.83
H -4.186 -0.027 -3.898 0.32
C -3.200 -0.209 0.038 -1.84
H -7.015 0.444 -0.237 0.35
O 1.710 6.451 1.816 -0.19
C -3.162 -0.243 -3.567 -1.48
H -4.409 -0.846 3.626 0.42
H -0.187 -2.020 5.265 0.44
C 2.206 6.334 -2.491 0.53
H -3.394 0.219 4.614 0.43
C -0.502 -4.988 -1.859 -1.56
H 1.401 2.038 0.540 1.04
C 3.488 1.780 0.107 -1.43
N -0.009 -1.650 0.444 2.13
C 0.380 -3.773 -1.550 1.69
H -0.251 -2.877 -1.603 -0.81
H 2.152 -4.527 -2.556 0.31
C -3.764 -2.533 -2.677 -1.40
H -3.520 2.669 2.597 0.31
C 1.423 5.404 -0.180 0.69
C 1.672 -4.966 0.263 -0.21
C 2.190 -5.076 1.551 -1.63
H 3.579 5.074 -4.436 0.27
C 1.782 6.804 -0.345 0.47
C 4.491 0.862 -0.177 0.29
H -0.952 -4.899 -2.856 0.39
H -2.302 -0.133 2.471 -0.40
C -3.177 0.531 2.478 1.65
H 2.123 -0.489 2.653 0.17
H -2.071 2.214 1.670 0.27
C 0.936 -3.844 -0.118 0.85
C 2.180 1.338 0.241 -0.09
C -5.277 0.488 1.047 -0.45
C 5.907 1.360 -0.270 0.85
H -2.053 2.111 3.446 0.36
C 1.118 -2.992 2.176 0.51
F 6.337 1.865 0.932 -0.27
H -0.083 2.181 -1.058 0.21
F 6.026 2.373 -1.187 -0.25
C -4.016 0.173 3.711 -1.92
```

Energy relative to the best compared isomer or geometry (same formula, charge and spin): 0.2 kcal per mole
Molar mass: 715.8 g mol⁻¹
Total charge: 0
Calculated total energy: -2420.9295 Eh
Kohn-Sham gap: 0.184 Ha

---

No. 6
ORCA calculation (ωB97M-V/def2-TZVPD) on a structure of composition C21H14F4N4O3S5Ti.

The geometry in XYZ format:
```
52
Properties=species:S:1:pos:R:3:lowdin_spin:R:1
C -0.012 1.408 2.495 0.00
S -3.188 -2.266 2.339 0.01
H -3.123 2.441 2.301 0.00
C 3.654 3.238 -4.165 0.26
H -1.586 1.868 -0.296 0.00
C 2.302 -2.889 -1.906 0.01
O -0.306 -0.842 3.010 0.01
C 3.661 0.759 -3.893 0.06
N 2.587 -3.977 -2.150 0.03
H -0.196 2.433 2.817 0.00
F 1.067 1.058 -0.773 -0.01
H 0.573 0.479 4.341 0.00
S -0.058 -6.637 0.049 0.00
C -0.908 -5.266 0.229 0.00
H 0.789 -1.803 4.474 0.00
H -0.989 -2.022 4.581 0.00
C -2.190 -2.992 -0.146 0.00
S -1.243 -4.147 -1.061 0.00
H -5.205 0.765 2.298 0.00
C -1.630 2.104 0.766 0.01
C -2.347 -3.270 1.191 0.00
N 5.218 3.308 -6.206 0.13
H -0.060 -2.838 3.300 0.00
H -5.012 -0.561 1.121 0.00
C 4.535 3.248 -5.280 0.03
C -3.050 2.067 1.273 0.00
F 3.723 -1.544 -3.710 -0.01
O -3.430 0.704 1.221 0.01
C 3.232 4.534 -3.760 0.03
H 1.000 1.320 2.098 0.00
C 2.347 -0.379 -2.176 0.09
O -0.930 1.053 1.451 0.01
N 2.932 5.606 -3.462 0.13
Ti -1.615 -0.954 1.129 0.96
C -0.249 0.435 3.622 0.00
C 1.011 -1.545 -0.465 0.03
C 1.926 0.913 -1.803 0.00
C -4.839 0.493 1.305 0.00
N 0.280 -1.583 0.437 0.04
C 1.905 -1.573 -1.526 0.06
H -5.347 1.093 0.547 0.00
S -2.665 -1.508 -0.923 -0.01
C 3.246 -0.382 -3.264 -0.01
H -1.191 0.645 4.142 0.00
F 4.513 0.630 -4.905 0.02
H -3.696 2.675 0.633 0.00
H -1.142 3.062 0.939 0.00
F 1.843 3.210 -1.961 0.02
C 3.230 2.056 -3.516 0.03
S -1.564 -4.737 1.754 0.00
C 2.333 2.056 -2.423 0.07
C -0.134 -1.942 3.909 0.00
```

Energy relative to the best compared isomer or geometry (same formula, charge and spin): 11.5 kcal per mole
Molar mass: 654.6 g mol⁻¹
Total charge: 0
Spin multiplicity: 3
Calculated total energy: -4493.2025 Eh
Kohn-Sham gap (alpha / beta): 0.250 / 0.210 Ha

---

No. 7
ORCA calculation (ωB97M-V/def2-TZVPD) on an isolated molecule of C5H6O3.

The geometry in XYZ format:
```
14
Properties=species:S:1:pos:R:3:mulliken_charge:R:1
H -0.458 -1.572 -1.519 0.37
H 0.901 0.247 -1.119 0.25
C -0.546 -1.201 -0.486 -0.05
H -0.552 -2.176 1.102 0.39
O -0.147 -2.336 0.243 -0.55
O -3.185 -0.210 -0.308 -0.18
C -1.586 0.832 0.561 0.14
H -0.093 2.032 -0.457 0.27
C -1.909 -0.623 -0.013 -0.01
C -0.215 1.258 0.344 -0.38
C 0.495 0.012 -0.171 -0.67
H 0.177 1.620 1.280 0.24
H 1.464 -0.394 0.277 0.36
O -2.930 1.102 0.220 -0.18
```

Energy relative to the best compared isomer or geometry (same formula, charge and spin): 176.8 kcal per mole
Molar mass: 114.1 g mol⁻¹
Total charge: 0
Calculated total energy: -419.5576 Eh
SMILES string: O[C@@H]1CCc2ooc21
Kohn-Sham gap (alpha / beta): 0.298 / 0.297 Ha

---

The lowest total charge belongs to which entry?
C2H8NO2

---

Which value of energy relative to the best compared isomer or geometry (same formula, charge and spin) does entry 7 give?
176.8 kcal per mole

---

Look up the molar mass of the sixth one.
654.6 g mol⁻¹